1.
{
  "formula": "C25H35N10O2S2Tl",
  "method": "the ωB97M-V functional and the def2-TZVPD basis",
  "lumo_energy_ev": -0.03,
  "homo_energy_ha": -0.28018,
  "total_charge": 0,
  "orbital_gap_ha": 0.2789,
  "symbols": ["Tl", "O", "C", "C", "C", "C", "C", "C", "C", "O", "N", "N", "C", "C", "C", "C", "C", "C", "N", "H", "H", "H", "H", "H", "H", "H", "H", "H", "H", "C", "C", "N", "C", "C", "N", "C", "C", "N", "H", "H", "H", "H", "H", "H", "H", "H", "H", "H", "H", "H", "H", "H", "H", "S", "C", "N", "C", "C", "C", "N", "H", "H", "H", "H", "C", "N", "C", "N", "S", "H", "H", "H", "H", "H", "H"],
  "coordinates": [[0.5887, 0.6662, -0.3025], [-0.3310, 2.6049, 4.6867], [-1.2008, 1.6160, 5.0015], [-1.5161, 1.4188, 6.3442], [-2.3893, 0.4098, 6.7069], [-2.9650, -0.4091, 5.7401], [-2.6582, -0.2020, 4.4073], [-1.7696, 0.7977, 4.0164], [-1.4211, 1.0195, 2.5767], [-0.2955, 1.5579, 2.3105], [-2.3510, 0.6240, 1.7269], [-2.0111, 0.8425, 0.4150], [-2.9983, 0.8977, -0.3870], [-2.8131, 1.1456, -1.8262], [-3.9321, 1.3102, -2.6383], [-3.7537, 1.5622, -3.9880], [-2.4653, 1.6368, -4.4886], [-1.4062, 1.4507, -3.6095], [-1.5675, 1.2117, -2.3124], [-0.1763, 2.5206, 3.7123], [-1.0686, 2.0721, 7.0817], [-2.6279, 0.2641, 7.7529], [-3.6512, -1.1948, 6.0261], [-3.1104, -0.8079, 3.6332], [-4.0166, 0.7979, -0.0094], [-4.9221, 1.2465, -2.2063], [-4.6086, 1.6988, -4.6376], [-2.2742, 1.8337, -5.5341], [-0.3803, 1.4918, -3.9591], [2.0278, -2.3884, -1.9122], [0.7891, -1.8051, -2.6192], [-0.3246, -1.5917, -1.7018], [-0.8015, -2.7697, -0.9885], [-1.1452, -2.4582, 0.4705], [-0.1273, -1.6662, 1.1496], [1.0561, -2.3699, 1.6250], [2.0303, -2.8376, 0.5323], [2.2325, -1.8952, -0.5596], [1.9632, -3.4819, -1.8981], [2.8929, -2.1508, -2.5374], [1.0416, -0.8317, -3.0488], [0.5369, -2.4752, -3.4563], [-1.0785, -1.1150, -2.1762], [-1.6870, -3.2084, -1.4639], [-0.0337, -3.5400, -1.0289], [-2.0658, -1.8731, 0.5055], [-1.3427, -3.4091, 0.9904], [-0.5704, -1.2022, 1.9331], [1.5792, -1.6795, 2.2853], [0.7976, -3.2526, 2.2330], [2.9775, -3.0622, 1.0358], [1.6805, -3.7864, 0.1185], [3.0955, -1.3767, -0.4645], [4.4214, 0.4862, 1.2021], [3.6659, -0.0802, 2.5778], [2.5357, 0.5517, 3.0487], [1.9229, 0.2261, 4.2019], [2.4080, -0.8071, 4.9429], [3.5227, -1.4735, 4.4054], [4.1263, -1.1424, 3.2910], [2.1325, 1.2911, 2.4828], [1.0654, 0.8271, 4.4615], [1.9443, -1.0977, 5.8716], [3.9359, -2.3343, 4.9231], [5.3692, -0.9180, -4.0304], [4.2558, -0.0219, -4.2506], [3.6257, 0.6793, -3.2903], [4.0558, 0.4907, -2.0325], [2.3455, 1.7116, -3.6579], [5.6684, -1.3420, -4.9849], [5.0958, -1.7422, -3.3657], [6.2322, -0.3953, -3.6093], [3.9191, 0.1448, -5.1823], [4.8972, -0.0166, -1.8146], [3.6247, 0.9988, -1.2788]]
}

---

2.
{
  "formula": "CCl4OS",
  "method": "the ωB97M-V functional and the def2-TZVPD basis",
  "lumo_energy_ev": [-2.53, -2.91],
  "smiles": "O=S(Cl)(Cl)=C(Cl)Cl",
  "homo_energy_ha": [-0.36514, -0.36421],
  "total_charge": 0,
  "orbital_gap_ha": [0.2723, 0.2572],
  "symbols": ["O", "S", "Cl", "Cl", "C", "Cl", "Cl"],
  "coordinates": [[-0.3632, 1.4888, -1.1758], [-0.4765, 0.3950, -0.2806], [-2.2148, -1.3495, -1.0153], [-1.3971, 1.0369, 1.3882], [1.1442, -0.0260, 0.4498], [0.9663, -1.4321, 1.3905], [2.3411, -0.1131, -0.7569]]
}

---

3.
{
  "formula": "C5H13N3",
  "method": "the ωB97M-V functional and the def2-TZVPD basis",
  "lumo_energy_ev": 0.95,
  "smiles": "C=C(CNC)N(C)N",
  "homo_energy_ha": -0.29063,
  "total_charge": 0,
  "orbital_gap_ha": 0.3254,
  "symbols": ["C", "C", "C", "N", "C", "N", "C", "N", "H", "H", "H", "H", "H", "H", "H", "H", "H", "H", "H", "H", "H"],
  "coordinates": [[0.1068, 1.9207, -0.2103], [0.3934, 0.6412, 0.0402], [-0.6858, -0.4042, 0.1792], [-2.0112, 0.1204, -0.0795], [-3.0456, -0.8728, 0.1116], [1.6877, 0.1874, 0.2688], [2.0506, -1.2024, 0.1149], [2.7682, 1.0437, -0.0200], [0.8566, 2.6866, -0.3018], [-0.9121, 2.2443, -0.2814], [-0.4530, -1.2597, -0.4833], [-0.6783, -0.7776, 1.2102], [-2.0503, 0.4734, -1.0316], [-4.0095, -0.4307, -0.1334], [-3.0570, -1.1700, 1.1609], [-2.9072, -1.7791, -0.5004], [1.9010, -1.5755, -0.9068], [1.4837, -1.8207, 0.8091], [3.1077, -1.2798, 0.3592], [2.7718, 1.8086, 0.6505], [2.6825, 1.4463, -0.9560]]
}

---

F_max: 0.0042 0.0221 0.0079 (hartree/bohr)
Relative energy (zero: lowest compared OMol25 entry of this formula, charge and spin): 0.0 73.4 47.0 (kcal per mole)
DFT total energy: -71854.167 -64005.817 -9864.329 (eV)